Below is C42H38BCoF4N5O2P2S2 as an isolated structure at a distorted geometry, with properties calculated with ωB97M-V/def2-TZVPD.

Results
* strongest force on any atom: 0.11145 hartree/bohr
* energy: -5333.61573 a.u.
* E_HOMO (alpha / beta): -10.63 / -10.63 eV
* lowest unoccupied orbital energy (alpha / beta): -3.3 / -5.1 eV
* net charge: +1
* frontier orbital gap (alpha / beta): 7.31 / 5.50 eV
* spin multiplicity: 5

Geometry as XYZ:
```
97
Properties=species:S:1:pos:R:3:forces:R:3:lowdin_charge:R:1
C -9.131493 -13.659431 13.494395 -0.34 -0.06 -1.30 -0.063
H -7.240434 -15.753084 18.569984 -0.04 0.51 -0.07 0.129
F -6.701926 -17.444882 8.967836 -0.19 0.46 0.07 0.123
H 1.444604 -16.343425 12.542569 0.35 0.09 -0.25 0.111
O -4.634086 -13.693997 16.237673 -1.60 -2.28 1.23 0.004
N -3.855865 -15.691517 7.895198 -0.12 -0.35 0.50 -0.203
C -8.052040 -19.806162 15.438360 -0.91 0.00 -1.00 -0.072
H -0.046062 -12.405182 13.729517 0.23 -0.64 -0.21 0.115
H -4.868304 -17.649183 18.754905 0.17 -0.52 -0.15 0.064
H -3.499943 -19.692777 21.111710 -1.74 0.13 -0.47 0.061
C -1.741459 -17.211167 16.676833 0.63 -1.95 1.21 -0.371
S -3.703694 -17.019098 6.997994 -0.10 -0.22 -0.48 1.049
H 0.734172 -19.366763 17.468830 -0.12 -0.83 -0.11 0.102
C -3.912608 -17.590627 9.274037 -0.12 2.38 -0.28 -0.290
C -9.063157 -13.733735 14.855554 0.22 -0.70 1.50 -0.069
F -8.700826 -17.146272 10.127458 1.43 0.06 0.33 0.101
C -5.836887 -20.313004 16.216821 -1.05 0.72 1.44 -0.037
C -3.980554 -16.072966 9.154693 0.13 -2.27 -1.19 -0.267
C -3.604972 -19.973762 12.083361 0.56 -2.51 1.92 -0.021
C -0.996755 -14.144610 14.538562 0.97 -0.13 -0.89 -0.090
C -1.417658 -17.390648 19.082773 -0.04 -0.35 1.06 -0.088
C -5.215798 -12.366965 18.459925 0.42 -0.46 0.90 -0.019
H -4.817818 -16.003973 19.458684 -0.79 -1.30 -0.33 0.128
H -5.139913 -21.052768 16.636414 -0.27 0.54 -0.10 0.112
H -5.183455 -11.952268 17.408071 -0.46 0.22 1.66 0.105
C -5.521034 -18.926939 16.173937 -0.88 -1.73 -0.69 -0.117
N -5.774790 -15.631491 17.046421 1.16 0.78 -3.11 -0.130
C -0.045707 -13.505127 13.735149 0.64 -0.73 -0.05 -0.027
C -8.244921 -14.672956 15.542529 -1.38 1.69 -0.20 -0.071
C 0.902963 -14.299661 12.999737 -2.53 0.60 1.51 -0.027
N -3.841068 -17.802567 12.968249 0.46 -1.11 -1.61 -0.015
N -4.236304 -15.324308 12.722370 -0.35 0.15 -1.82 0.022
C -3.696492 -19.645690 10.762534 -1.13 3.29 1.25 0.072
C -4.494099 -14.051242 12.720815 -0.39 2.60 -0.72 -0.090
C -6.336840 -17.300282 20.393659 1.09 -1.71 -1.91 -0.502
C -2.010095 -16.790280 18.014553 0.34 -0.67 -2.87 -0.111
C -0.842337 -18.341427 16.452934 -1.07 2.25 1.75 -0.058
C -5.501348 -16.872717 19.141517 -0.15 2.56 1.76 -0.224
H -4.788720 -12.155638 11.696478 0.80 -1.03 -0.43 0.131
H -9.653492 -13.075935 15.462231 -0.38 0.18 0.17 0.103
C -0.152237 -18.771506 17.586795 -0.42 -0.31 0.58 -0.066
H -4.914715 -13.585497 13.637774 0.86 -0.41 -0.37 0.122
H -9.825314 -12.943091 12.996090 0.82 -0.56 0.47 0.129
C -0.527262 -18.437927 18.922564 0.34 0.08 -1.54 -0.037
Co -4.190931 -16.518347 14.316267 0.58 1.13 -3.06 0.340
H -0.137318 -19.057594 19.734266 0.15 0.71 -0.14 0.117
C -4.625135 -19.629068 20.915361 0.13 0.20 0.65 -0.397
H -0.193643 -17.321234 13.817382 -0.26 -1.54 0.18 0.080
H -4.649622 -18.588444 16.720467 0.43 0.16 -0.51 0.089
C -6.447612 -18.042530 15.579735 0.23 -0.16 0.83 -0.358
H 1.565317 -13.830609 12.334874 0.97 0.50 -0.62 0.092
H -1.688299 -13.624700 15.142609 -0.64 1.00 0.38 0.086
C -7.390197 -15.409032 14.795258 1.39 -2.19 -2.07 -0.340
C -4.418888 -13.201352 11.536814 -1.77 -0.52 1.09 0.017
S -5.369036 -18.147908 21.661582 0.30 0.46 0.91 0.796
H -8.439418 -14.709418 11.661587 -0.43 0.30 0.23 0.107
H -4.179027 -12.472780 18.839789 -0.45 0.92 -0.15 0.095
H -0.756596 -18.825963 15.490269 0.47 0.31 -0.07 0.094
C -0.165628 -16.278486 13.861769 0.05 0.91 0.02 -0.086
H -2.755105 -16.044845 18.140932 -0.30 0.84 0.27 0.075
H -1.698204 -16.948550 20.022032 0.06 -0.49 0.63 0.114
C -1.080600 -15.534832 14.598406 2.19 1.20 -1.86 -0.454
P -2.408179 -16.219354 15.374247 0.24 -0.85 2.90 1.050
H -4.918528 -19.533519 19.886060 0.50 -0.39 -0.73 -0.004
C -3.916055 -17.362532 11.655222 -0.35 -0.72 -0.30 -0.110
H -3.757045 -20.324284 9.951261 0.19 -0.60 -0.49 0.124
H -3.472560 -19.398947 14.243525 -0.22 -0.07 -0.39 0.112
N -3.762991 -18.192950 8.112581 0.05 0.81 0.27 -0.191
C -3.909343 -18.231580 10.556025 1.08 -0.70 0.41 -0.064
H -7.193604 -17.895393 20.031532 0.24 -0.03 0.32 0.089
C -8.425159 -14.607910 12.744354 0.78 -1.14 0.12 -0.026
C -4.092723 -15.930422 11.467723 0.38 0.59 2.50 -0.096
H -8.989884 -20.193278 15.060657 -0.34 0.26 0.45 0.122
C -3.620563 -19.084409 13.208857 -0.32 -0.26 -2.46 -0.068
C 0.802782 -15.678691 13.091424 0.21 0.30 -0.12 -0.066
C -4.341622 -13.806212 10.298430 0.54 -1.10 2.38 0.053
C -7.699566 -18.501354 15.151756 0.48 0.33 0.32 -0.039
O -5.576566 -13.768407 18.329642 -0.40 -0.93 -1.68 -0.081
H -3.516161 -21.056113 12.339906 0.05 0.95 -0.19 0.126
H -5.187617 -20.466515 21.340156 0.57 -0.10 -0.14 0.025
C -7.201423 -20.685680 16.040128 1.92 -0.54 0.65 -0.056
H -5.894344 -11.954869 19.325269 1.21 -0.49 -2.25 0.137
H -6.938263 -17.198095 17.650513 -0.20 0.32 -0.09 0.109
H -7.593478 -21.616323 16.486775 0.50 0.24 -0.89 0.126
H -8.441254 -17.833280 14.729798 0.25 -0.01 -0.23 0.118
C -5.277593 -14.325725 17.107013 0.41 1.23 0.72 -0.524
H -8.419086 -14.833133 16.596976 0.58 0.41 0.24 0.110
F -6.672717 -17.977591 11.194690 -0.89 0.70 -0.43 0.000
H -7.030354 -16.267201 12.791407 -0.01 0.29 0.14 0.088
B -7.284690 -17.051107 10.176460 -0.35 -1.83 0.34 -1.155
C -4.133630 -15.204051 10.280431 0.16 -1.24 0.89 -0.084
F -6.882480 -15.789052 10.592806 0.12 0.64 -0.30 0.118
C -6.454693 -16.315249 18.076717 -0.26 -1.48 1.77 -0.249
P -5.919147 -16.328056 15.399315 -4.48 1.30 3.33 1.023
H -4.477939 -13.311699 9.400567 -0.09 1.07 -1.62 0.109
H -6.732820 -16.476882 20.923418 -0.37 1.11 0.43 0.053
C -7.571675 -15.530903 13.389603 -0.35 1.73 0.30 -0.072
```
Forces are in eV/Å.

=====

Below is a 2-piece molecular cluster, C6H3BBrO9P2 overall, with properties calculated with ωB97M-V/def2-TZVPD.

Results
* strongest force on any atom: 0.01452 hartree/bohr
* energy: -4189.49330 a.u.
* E_HOMO: -6.48 eV
* lowest unoccupied orbital energy: 2.2 eV
* net charge: -1
* frontier orbital gap: 8.69 eV

Geometry as XYZ:
```
22
Properties=species:S:1:pos:R:3:forces:R:3:lowdin_charge:R:1
C -2.632226 0.392440 -1.349125 -0.11 -0.01 -0.02 -0.393
P 4.206819 2.199756 0.157868 0.13 -0.19 0.11 0.278
O -3.309397 -0.329093 -0.471794 0.11 -0.01 0.02 0.231
B -2.375561 -1.012844 0.445099 -0.04 -0.01 0.01 -0.872
O -2.534368 -2.475595 0.392113 0.00 0.07 0.06 0.229
Br 5.262315 2.507418 -1.835485 -0.06 0.07 0.00 0.112
C -1.129005 0.209032 -1.035313 0.11 -0.05 0.02 -0.388
P 2.170914 1.590051 -0.380084 -0.54 0.11 0.50 0.653
O -2.617919 -0.638667 1.847511 0.01 -0.08 -0.06 0.231
C -2.891287 -1.723177 2.558312 0.00 0.09 0.05 -0.393
O 3.802650 3.759966 0.532866 0.20 0.13 -0.37 -0.501
O -3.030601 -4.078223 1.892988 -0.01 -0.02 0.02 0.141
C 2.562678 -0.086010 -0.714651 0.19 -0.09 -0.28 -0.517
O -3.137029 -1.762459 3.728022 -0.01 -0.02 0.02 0.142
H 3.093490 -2.239911 -1.163106 -0.09 -0.03 0.14 0.020
H 2.035815 2.130743 -1.669539 0.19 -0.09 -0.11 -0.066
O -3.088387 1.065309 -2.226803 0.01 0.02 -0.02 0.142
C 2.828715 -1.240908 -0.911080 0.13 -0.01 -0.14 0.047
O -1.025418 -0.599586 -0.002613 -0.08 0.03 0.00 0.228
H 4.461518 4.363284 0.164028 -0.09 0.06 0.18 0.011
C -2.835839 -2.935696 1.597679 0.01 -0.07 -0.08 -0.393
O -0.219210 0.717265 -1.633304 -0.07 0.10 -0.05 0.056
```
Forces are in eV/Å.

=====

Below is an isolated ion of composition C5H8N and charge +1 at a distorted geometry, with properties calculated with ωB97M-V/def2-TZVPD.

Results
* strongest force on any atom: 0.10302 hartree/bohr
* energy: -249.63852 a.u.
* SMILES: C=C[C@]12C[N@H+]1C2
* E_HOMO: -14.96 eV
* lowest unoccupied orbital energy: -3.2 eV
* ΔE to the lowest compared entry with this formula, charge and spin: 117.11 kcal per mole
* net charge: +1
* frontier orbital gap: 11.73 eV

Geometry as XYZ:
```
14
Properties=species:S:1:pos:R:3:forces:R:3:lowdin_charge:R:1
C -0.330888 -1.114267 1.250502 -2.29 1.40 0.31 0.003
H -1.405341 0.940853 -0.823510 0.44 0.92 0.15 0.094
C 1.118175 -1.256978 -0.402750 0.58 1.29 -0.59 0.045
H 0.159388 -1.807182 1.831420 1.61 -1.09 1.44 0.106
H 1.777204 -1.782154 0.351258 -0.44 0.27 -1.70 0.156
H 1.295037 -1.033950 -1.517165 0.33 -0.80 2.01 0.172
H -1.306398 -0.829371 1.650281 0.17 -0.03 -0.26 0.149
C 0.258978 -0.202171 0.254757 -0.58 4.21 -0.58 -0.144
N -0.305206 -1.454256 -0.141676 -1.91 -2.08 -2.24 -0.012
H 0.838037 3.003363 0.113373 0.40 -0.64 0.11 0.078
C -0.519141 1.379715 -0.334337 0.81 -5.23 0.22 -0.003
H -0.508818 3.352438 -1.029497 0.04 -1.01 0.84 0.106
C -0.011335 2.570272 -0.391096 -0.20 2.09 -0.68 0.012
H -1.059691 -1.766311 -0.811560 1.03 0.72 0.99 0.237
```
Forces are in eV/Å.

=====

Below is C30H32BCl2F5N8O2Te2V as an isolated structure, with properties calculated with ωB97M-V/def2-TZVPD.

Results
* strongest force on any atom: 0.01483 hartree/bohr
* energy: -4674.68731 a.u.
* E_HOMO: -15.48 eV
* lowest unoccupied orbital energy: -12.2 eV
* ΔE to the lowest compared entry with this formula, charge and spin: 0.00 kcal per mole
* net charge: +3
* frontier orbital gap: 3.31 eV

Geometry as XYZ:
```
83
Properties=species:S:1:pos:R:3:forces:R:3:lowdin_charge:R:1
H -4.110044 0.001498 -3.950065 0.01 0.01 0.00 0.145
C 4.700056 2.982026 -1.728132 0.02 0.06 0.10 -0.145
H -1.631114 -0.532756 3.017169 0.02 -0.01 0.00 0.101
F 1.173832 -0.736651 2.350171 0.09 0.01 -0.02 -0.490
C -0.115827 1.370962 1.404569 -0.09 -0.01 0.01 0.003
H -2.782670 4.404775 -2.651855 0.00 0.00 -0.01 0.142
N -4.240429 2.300468 -2.481843 -0.09 0.00 0.08 -0.021
C -3.138556 -0.282155 -3.578442 -0.01 0.01 0.05 0.022
C 0.040270 3.552700 -1.242633 0.01 0.05 0.23 -0.292
H -0.448567 -3.227319 -2.658439 0.01 0.01 0.01 0.097
H 0.666851 -1.923383 -2.281799 -0.01 0.03 -0.03 0.042
N -1.890747 2.719166 -1.771848 -0.10 -0.08 -0.09 0.029
C 6.954016 -2.178778 -2.252562 0.01 -0.08 -0.09 0.009
H -5.271078 1.563889 0.009752 -0.01 -0.01 -0.01 0.131
H -1.247836 -1.623375 1.683105 -0.01 -0.02 -0.01 0.044
F 4.654819 -1.411428 0.879606 -0.12 -0.01 0.06 -0.538
H 2.152065 3.175449 -1.200189 -0.02 0.02 -0.02 0.033
Cl 0.270865 -4.181627 0.405800 -0.02 -0.01 0.03 0.577
C 4.812690 -1.122834 -2.366616 -0.11 -0.22 0.42 -0.485
C -4.387823 1.024786 0.314755 -0.06 0.01 0.11 0.034
N -2.305423 0.353967 0.165934 0.01 0.06 -0.10 -0.040
F 1.434088 0.811958 -0.758392 0.16 -0.11 -0.34 -0.603
F 3.545011 0.156758 2.491660 -0.06 0.09 -0.03 -0.387
C -4.149024 0.180743 1.400774 -0.08 0.01 -0.04 0.056
C 6.646837 -2.848849 -3.452208 0.02 0.02 0.06 0.055
F 2.936849 -2.563950 2.528929 0.15 0.09 -0.05 -0.386
H 5.414250 0.599270 0.655708 -0.05 0.03 0.02 0.074
H 7.379864 -3.523833 -3.877624 0.00 0.02 -0.01 0.143
C -2.363032 -1.398780 -3.873022 0.04 0.01 0.03 0.051
V -0.521302 0.352544 -0.607134 -0.08 -0.28 -0.06 0.951
C -0.100424 -2.245741 -2.982369 -0.03 -0.03 -0.07 -0.006
C 6.336235 3.761351 -0.160201 0.00 -0.03 0.02 0.014
C -0.684887 4.555419 -1.865853 -0.09 0.02 -0.05 0.034
H -7.801098 4.584713 -2.544606 -0.01 -0.01 0.01 0.090
C 6.040410 -1.331828 -1.686366 -0.07 0.04 -0.14 -0.065
C 5.445288 1.534357 0.116231 0.14 0.07 -0.14 -0.099
C -4.471009 2.616848 -3.793327 0.06 0.01 -0.08 -0.082
H -6.557202 5.688024 -1.972423 -0.01 0.00 -0.01 0.089
B -3.039127 1.698692 -1.860138 0.05 0.00 0.06 -0.639
Te 2.795991 -1.125999 1.399310 -0.16 -0.45 0.21 1.878
H -3.887363 2.195775 -4.596941 0.00 0.00 0.01 0.125
H 5.629919 4.905181 -1.839458 0.01 0.00 0.00 0.133
N -0.698901 2.420472 -1.188989 0.09 -0.08 0.01 -0.006
C 5.417028 -2.688198 -4.093935 0.03 -0.05 0.03 -0.013
C -6.896020 4.651753 -1.943508 0.03 -0.01 -0.02 -0.013
C -2.058356 -1.111151 2.194863 -0.09 0.00 0.02 0.004
C 4.677516 1.759380 -1.032838 -0.20 -0.09 0.07 -0.474
H 6.862463 2.418912 1.438451 0.00 0.01 0.00 0.136
H 4.072367 3.165915 -2.593440 -0.01 -0.02 -0.01 0.104
H -0.375024 5.572114 -2.034935 -0.01 0.00 0.00 0.127
C 1.851082 -4.943323 0.559737 0.03 0.01 0.02 -0.935
H -2.591411 -2.180234 -4.577248 0.00 0.01 -0.01 0.136
H 1.827647 -5.930991 0.116478 -0.03 0.00 -0.01 0.045
H 6.257062 -0.822518 -0.761577 0.02 0.00 -0.02 0.096
C -5.491404 3.516441 -3.836162 0.01 0.02 0.04 0.011
C -1.905671 3.985538 -2.184246 0.06 0.09 0.06 0.018
N -1.338608 -0.150814 -2.336672 0.22 0.38 0.37 -0.006
C -1.248888 -1.299327 -3.067692 0.03 -0.15 0.00 -0.263
Cl 3.100055 -3.997290 -0.303682 0.01 0.08 -0.07 0.509
O -0.050621 1.959573 2.350447 0.01 -0.01 -0.08 0.245
H -7.134332 4.397374 -0.913584 0.00 0.01 0.01 0.082
C 6.265673 2.556836 0.546697 0.02 0.01 0.04 -0.006
N -2.511060 0.469371 -2.679996 -0.08 -0.06 -0.10 0.060
H 1.430079 3.337749 0.390879 0.00 0.01 -0.01 0.076
H 0.337296 -2.368758 -3.974073 0.01 -0.01 0.01 0.100
C 1.391193 3.707003 -0.634028 0.04 -0.03 -0.01 -0.008
H -4.851424 -0.098187 2.167251 0.00 0.01 0.00 0.137
H 1.652260 4.762874 -0.620649 0.02 0.00 0.02 0.103
H 2.129877 -4.966158 1.605769 0.01 -0.03 0.01 0.035
H 7.912355 -2.340286 -1.777909 0.00 0.01 -0.01 0.140
O -0.003839 -1.057989 -0.227003 -0.16 0.22 0.24 -0.307
H 3.493301 -1.768136 -3.992290 -0.01 0.02 0.00 0.103
H -2.718817 -1.855443 2.635468 0.00 0.01 0.02 0.109
C -2.844969 -0.232539 1.288318 0.22 -0.01 -0.06 -0.259
N -5.078339 3.029872 -1.674609 0.04 -0.09 -0.03 0.119
H 6.988207 4.548469 0.195757 0.01 -0.01 -0.01 0.136
C 4.467754 -1.871847 -3.528809 -0.04 0.05 0.07 -0.113
C 5.571516 3.969638 -1.300333 -0.05 -0.01 0.00 -0.021
N -3.282810 1.135892 -0.409975 0.10 -0.08 -0.17 0.074
C -5.840352 3.743488 -2.477718 -0.06 0.05 0.00 -0.323
H 5.205108 -3.221264 -5.010396 0.00 -0.01 0.01 0.137
H -5.943995 3.952068 -4.710578 0.00 0.00 0.00 0.120
Te 3.527266 0.396503 -2.041324 0.22 0.45 -0.57 1.962
```
Forces are in eV/Å.

=====

> Which of these has the highest net charge?

C30H32BCl2F5N8O2Te2V

=====

> What is the formula in the fourth record?

C30H32BCl2F5N8O2Te2V

=====

> Which of these has the highest energy?

C5H8N

=====

> strongest force on any atom of number 3 (C5H8N)?

0.10302 hartree/bohr